Computed, not measured: the molecule C18H23ClN4O2S, with the ωB97M-V functional and the def2-TZVPD basis.

Geometry as XYZ:
```
49
Properties=species:S:1:pos:R:3:lowdin_charge:R:1
C 3.30138 0.65515 -1.44767 -0.02
N 2.35064 1.22353 -0.44919 -0.02
C 1.36154 2.24150 -0.56718 -0.26
C 0.73330 2.94227 -1.79689 -0.09
N 1.12267 2.34325 -3.09510 0.01
C 0.67886 1.08837 -3.54778 -0.27
C 1.03550 0.69921 -4.84701 -0.04
C 0.62723 -0.55605 -5.31287 -0.07
C -0.15901 -1.41774 -4.50246 -0.12
C -0.49489 -1.03005 -3.20744 -0.61
Cl -1.53215 -2.07530 -2.17603 0.62
C -0.08595 0.21665 -2.74290 -0.06
N 0.99452 2.58177 0.63522 0.06
N 1.71222 1.83000 1.52377 0.02
C 2.46728 0.99608 0.89807 -0.65
S 3.64270 -0.05808 1.71679 0.97
C 2.60862 -1.59359 1.71201 -0.34
C 1.30095 -1.40140 2.47212 -0.50
O 1.37138 -1.31239 3.69706 0.08
O 0.13749 -1.40711 1.75136 0.02
C -1.08763 -1.31780 2.53958 -0.30
C -2.25145 -1.70180 1.62035 -0.14
C -3.57474 -1.54729 2.37034 -0.20
C -3.80627 -0.17367 2.94709 -0.22
C -2.61160 0.29596 3.74104 -0.18
C -1.26335 0.09992 3.02025 -0.14
H 4.15906 0.18620 -0.96325 0.06
H 2.81734 -0.10443 -2.07144 0.08
H 3.75813 1.38974 -2.10530 0.08
H -0.34456 2.95792 -1.61120 0.12
H 1.13480 3.95432 -1.77721 0.12
H 1.81612 2.86226 -3.62229 0.13
H 1.65942 1.35397 -5.45996 0.11
H 0.89760 -0.86978 -6.29209 0.09
H -0.50021 -2.38291 -4.88053 0.10
H -0.38701 0.49669 -1.73173 0.10
H 3.19504 -2.35542 2.22695 0.09
H 2.44801 -1.90885 0.66887 0.09
H -1.11050 -2.00113 3.38568 0.16
H -2.24096 -1.02134 0.76372 0.11
H -2.18187 -2.74369 1.32697 0.11
H -3.64260 -2.30898 3.13337 0.11
H -4.42340 -1.67395 1.69132 0.11
H -4.63416 -0.24787 3.66580 0.11
H -4.05801 0.55820 2.18317 0.11
H -2.56527 -0.21765 4.69448 0.11
H -2.75342 1.34203 3.98523 0.11
H -0.44412 0.35979 3.67000 0.11
H -1.17863 0.75347 2.16692 0.11
```

Charge ... 0
SMILES ... Cn1c(CNc2cccc(Cl)c2)nnc1SCC(=O)OC1CCCCC1
Kohn-Sham gap ... 8.90 eV
E_LUMO ... 0.43 eV
ΔE to the lowest compared entry with this formula, charge and spin ... 1.157 eV
Electronic energy ... -1927.58177 Ha
HOMO energy ... -0.3115 Eh